55
Properties=species:S:1:pos:R:3:forces:R:3:lowdin_charge:R:1 method="wB97M-V/def2-TZVPD" max_force_ha_per_bohr=0.054 total_charge=+1 homo_energy_ev=-11.76 orbital_gap_ha=0.219
F -2.2104 4.8709 -1.7874 0.7 0.8 0.2 0.1161
C -1.1469 5.6040 -1.3475 -0.5 0.4 0.3 -0.5006
F -0.6566 6.3273 -2.4088 -0.8 -0.6 1.1 0.1123
F -1.6224 6.4955 -0.4015 0.5 -0.9 -1.4 0.1166
C -0.0729 4.7227 -0.7630 -0.3 0.3 0.2 -0.1436
C 1.2200 5.2083 -0.7778 0.7 -0.7 0.0 0.0017
C 2.2480 4.4095 -0.2650 -0.7 1.2 -0.2 -0.0362
C 2.0072 3.1881 0.3573 0.7 0.0 -0.1 -0.1873
C 3.2952 2.5848 0.9897 -0.4 -0.8 -0.6 -0.0823
C 3.2208 1.2947 1.8403 0.4 0.2 0.4 -0.1866
C 2.1039 0.8057 2.5499 0.8 -0.1 -0.6 -0.0123
C 2.1878 -0.4153 3.2308 -0.2 0.4 -0.2 -0.0039
C 3.4024 -1.0710 3.3248 0.7 -0.2 -0.1 -0.1405
C 3.4499 -2.3846 4.0465 -0.1 -0.4 0.6 -0.5052
F 4.6435 -3.0336 3.8845 -1.2 0.5 0.4 0.1144
F 3.2221 -2.2056 5.3972 0.3 -0.6 -1.6 0.1201
F 2.4699 -3.2163 3.5556 0.8 0.5 0.7 0.1051
C 4.5607 -0.5796 2.7039 -0.8 -0.3 0.2 0.0020
C 4.4236 0.5647 1.9329 0.0 -0.3 -0.3 -0.0459
C 0.7085 2.6555 0.2312 -0.1 0.2 0.0 -0.0398
C -0.3502 3.4730 -0.2253 0.3 -0.6 -0.3 -0.0030
H 1.4285 6.1758 -1.2177 0.1 -0.1 0.0 0.1277
H 3.2556 4.7856 -0.4132 0.0 -0.1 0.5 0.1194
H 3.9654 3.3729 1.4283 -1.2 -0.6 0.2 0.1425
H 1.1655 1.3244 2.4743 -0.2 0.1 0.2 0.0976
H 1.2908 -0.8695 3.6587 0.3 0.3 0.0 0.1332
H 5.4942 -1.1566 2.7885 -0.5 0.5 -0.2 0.1304
H 5.2617 0.7996 1.2879 0.1 0.5 0.2 0.1115
H 0.5196 1.5859 0.3659 0.0 0.5 0.6 0.1057
H -1.3887 3.1183 -0.2138 0.6 0.0 -0.1 0.1289
H 3.9151 2.3008 0.1320 0.0 -0.1 -0.1 0.1038
Si 3.7634 -0.3488 -3.5333 -0.9 1.1 2.4 1.0871
C 3.6417 -1.7643 -2.3985 0.5 -1.2 -0.5 -0.3095
C 4.2308 -2.8511 -3.1267 -0.5 -0.1 1.0 -0.1195
C 4.0909 -4.1747 -2.6756 -0.4 0.4 0.3 -0.0472
C 3.4038 -4.4253 -1.4740 0.4 0.9 -0.3 -0.0340
C 2.8892 -3.3662 -0.7003 0.3 0.7 -0.8 -0.0321
C 2.9764 -2.0360 -1.1759 0.2 -0.9 -0.4 -0.0547
C 2.2644 0.4969 -4.1126 -0.2 0.0 -1.4 -0.3139
C 1.1104 0.9892 -3.4547 -0.4 -0.1 -0.9 -0.0552
C -0.0173 1.3871 -4.2081 1.0 -0.4 0.0 -0.0333
C -0.0172 1.2239 -5.6081 0.8 0.0 0.4 -0.0345
C 1.1244 0.7543 -6.2820 0.0 -0.1 0.6 -0.0478
C 2.2710 0.4146 -5.5427 -0.8 0.5 0.5 -0.1130
H 5.0515 0.4274 -3.5499 -0.3 -0.8 -0.8 0.0310
H 4.7998 -2.6586 -4.0376 0.0 -0.1 0.0 0.0931
H 4.5140 -4.9988 -3.2487 -0.1 0.2 0.2 0.1175
H 3.3123 -5.4404 -1.1170 0.0 -0.1 0.0 0.1145
H 2.4229 -3.5692 0.2664 0.1 0.1 -0.4 0.1160
H 2.5469 -1.2355 -0.5920 0.0 0.1 0.1 0.0983
H 1.0876 1.0743 -2.3785 0.0 0.0 0.1 0.0903
H -0.8829 1.8236 -3.7023 0.3 -0.2 -0.2 0.1178
H -0.8929 1.5080 -6.1767 0.0 0.0 0.0 0.1152
H 1.1206 0.6640 -7.3695 0.0 0.0 0.4 0.1182
H 3.1681 0.0924 -6.0702 0.0 0.0 -0.1 0.0937